(1)
Below is 6 unconnected molecules or ions with the total composition C21H51N3O9 in a non-equilibrium geometry, with properties calculated with ωB97M-V/def2-TZVPD.

Cartesian coordinates (Å):
C  -0.4238  -4.1504  3.4263
O  0.3695  -5.3115  3.2536
C  -0.1953  -6.3072  2.4245
C  -1.4119  -7.0426  2.9686
O  -1.3239  -8.3932  2.5715
C  -2.0697  -9.2868  3.3355
H  0.1669  -3.2662  3.1829
H  -0.5894  -4.0456  4.5027
H  -1.3867  -4.1768  2.9193
H  0.6093  -7.0090  2.2257
H  -0.5100  -5.8053  1.4999
H  -2.3669  -6.5899  2.6750
H  -1.4298  -7.0284  4.0708
H  -1.8992  -10.3058  2.9789
H  -3.1522  -9.1645  3.2022
H  -1.7821  -9.2765  4.3914
C  -0.8729  0.7308  5.6682
O  -1.7754  0.4088  4.6430
C  -2.3504  1.4677  3.8830
C  -2.7828  1.0144  2.4733
O  -1.8715  0.1616  1.8524
C  -2.1314  -1.2158  2.0390
H  -0.1390  1.4976  5.3921
H  -0.3346  -0.1937  5.8694
H  -1.3579  1.1088  6.5759
H  -1.7025  2.3557  3.8353
H  -3.1724  1.8106  4.5240
H  -2.9898  1.9008  1.8777
H  -3.6975  0.4607  2.7271
H  -2.0892  -1.4107  3.1091
H  -1.5287  -1.9158  1.4551
H  -3.0889  -1.4555  1.5512
C  5.2381  5.8524  -1.5897
O  4.7956  5.2214  -2.7724
C  4.6600  3.8304  -2.6270
C  3.7782  3.3526  -3.7737
O  3.6513  1.9317  -3.8156
C  4.8624  1.2376  -3.6643
H  6.3050  5.6314  -1.4566
H  4.7210  5.4902  -0.6933
H  5.0604  6.9234  -1.6488
H  4.1386  3.5351  -1.7046
H  5.6434  3.3525  -2.5382
H  4.1404  3.7037  -4.7401
H  2.7859  3.7148  -3.5186
H  4.6498  0.1934  -3.9278
H  5.1737  1.0491  -2.6292
H  5.6678  1.5964  -4.3051
C  -0.6636  0.5207  -5.5312
C  0.1051  0.0212  -4.3263
O  -0.0729  0.5313  -3.2358
N  1.0476  -0.9188  -4.5658
C  1.8929  -1.4081  -3.4625
H  -1.6608  0.7094  -5.1308
H  -0.7466  -0.1519  -6.3863
H  -0.2660  1.4473  -5.9448
H  1.3342  -1.0853  -5.5107
H  1.8746  -0.7306  -2.6172
H  2.8352  -1.6586  -3.9398
H  1.4204  -2.3262  -3.0993
C  -5.4628  4.3587  -2.4733
C  -4.6412  3.4751  -1.5485
O  -4.7592  3.5789  -0.3387
N  -3.6731  2.7283  -2.1256
C  -2.8973  1.7830  -1.3433
H  -5.0235  4.3656  -3.4723
H  -5.5062  5.3797  -2.1017
H  -6.5022  4.0327  -2.5109
H  -3.6461  2.7299  -3.1287
H  -2.0508  2.3302  -0.9331
H  -2.5758  0.9305  -1.9391
H  -3.5255  1.3301  -0.5773
C  1.3769  0.2422  2.9561
C  1.9269  0.8573  1.6884
O  3.1039  1.1836  1.6310
N  1.0420  1.0833  0.7097
C  1.3991  1.7490  -0.5149
H  1.0660  1.0319  3.6357
H  2.1171  -0.3720  3.4672
H  0.5548  -0.4541  2.7752
H  0.0824  0.7997  0.8369
H  2.1982  2.4861  -0.4582
H  0.5708  2.2760  -0.9861
H  1.7340  0.9616  -1.1972

Force components x, y, z for each atom (eV/Å):
C 0.6 0.0 1.1
O -0.3 -0.2 0.0
C -0.2 0.8 -0.5
C -0.1 -0.4 1.3
O 0.3 0.0 -0.7
C -0.5 -0.8 -0.1
H -0.1 0.0 -0.5
H -0.4 0.0 0.0
H 0.1 0.0 -0.2
H -0.1 -0.2 -0.1
H 0.3 -0.3 -0.3
H 0.0 -0.1 -0.3
H 0.3 0.3 0.0
H 0.4 0.2 -0.1
H 0.0 0.4 0.3
H -0.2 0.3 0.1
C 0.1 0.3 0.0
O 0.2 -0.3 -1.0
C 0.7 0.8 1.1
C -0.8 -0.6 2.2
O 1.2 0.1 -1.1
C -1.0 -0.2 -0.4
H -0.1 0.0 -0.3
H 0.0 0.1 0.3
H -0.2 -0.2 0.0
H 0.5 -0.4 -0.1
H -0.6 0.2 -0.7
H -0.1 -0.1 -0.2
H -0.2 0.1 -0.9
H -0.2 -0.5 -0.1
H 1.1 0.8 0.2
H -0.4 0.2 0.8
C 0.4 -0.3 0.2
O -0.5 0.2 0.3
C 0.0 -0.2 0.2
C 0.4 -0.7 0.5
O 0.1 0.3 0.3
C -0.4 -1.7 0.0
H 0.0 0.3 0.1
H -0.1 -0.1 -0.1
H 0.1 0.0 -0.3
H 0.0 0.3 0.1
H 0.0 0.0 -0.4
H 0.0 0.3 0.0
H -0.1 0.2 -0.6
H -0.1 0.2 -0.6
H 0.2 1.0 0.1
H 0.1 0.2 0.1
C -0.6 -0.1 -0.1
C 0.7 0.7 -0.9
O -0.3 -0.4 0.4
N 0.0 0.2 1.0
C -1.2 -0.8 -1.0
H 0.0 0.2 -0.3
H 0.1 -0.3 0.3
H 0.2 0.1 0.4
H -0.1 -0.1 -0.1
H 0.5 0.4 -0.3
H 0.4 0.2 0.7
H 0.3 -0.1 0.1
C 0.1 -0.2 -0.3
C 0.2 1.4 0.4
O -0.2 -0.5 0.2
N -0.7 -0.4 -0.3
C -0.1 -0.1 -0.2
H -0.3 0.1 -0.1
H 0.3 0.0 0.2
H 0.1 -0.3 -0.1
H 0.2 -0.2 0.0
H 0.1 -0.5 0.3
H 0.3 0.4 -0.3
H 0.1 0.4 0.3
C -0.2 -0.9 0.0
C 0.6 0.0 0.9
O 0.1 0.1 -0.4
N -0.6 0.6 0.1
C 0.4 -0.5 -1.1
H -0.1 0.0 0.0
H 0.4 0.3 -0.1
H -0.3 0.4 -0.1
H 0.0 0.0 0.1
H 0.1 -0.2 0.7
H -0.3 -0.3 0.2
H 0.0 0.5 -0.4

Calculated total energy ... -45498.178 eV
ΔE to the lowest compared entry with this formula, charge and spin ... 0.00 kcal per mole
SMILES string ... CNC(C)=O.CNC(C)=O.CNC(C)=O.COCCOC.COCCOC.COCCOC
Spin multiplicity ... 1
Orbital gap ... 0.3519 Ha



(2)
Below is 5 unconnected molecules or ions with the total composition C21H51NO5 in a non-equilibrium geometry, with properties calculated with ωB97M-V/def2-TZVPD.

Cartesian coordinates (Å):
C  5.2349  -0.0629  0.0252
C  5.9870  -1.3401  -0.3719
C  5.6753  -2.5715  0.5565
O  5.5989  -1.7320  -1.6722
H  5.7013  0.2854  0.9468
H  4.1950  -0.3370  0.2027
H  5.3874  0.7714  -0.6595
H  7.0376  -1.0545  -0.4252
H  5.7266  -3.5233  0.0278
H  4.6381  -2.4784  0.8786
H  6.3686  -2.5957  1.3972
H  5.9869  -1.0549  -2.2313
C  2.0786  0.2225  -1.8279
C  1.0483  0.3499  -0.6784
C  1.2877  1.3932  0.4177
O  -0.2968  0.5754  -1.2246
H  1.9237  1.0587  -2.5097
H  2.0059  -0.6778  -2.4382
H  3.1385  0.3085  -1.5884
H  1.0797  -0.6513  -0.2485
H  0.8518  2.3226  0.0512
H  2.3340  1.4489  0.7181
H  0.5530  1.1806  1.1943
H  -0.3176  1.3950  -1.7241
C  3.0763  4.3615  -2.1729
C  1.7868  5.2409  -2.3690
C  1.5072  5.4205  -3.8558
O  0.6290  4.7264  -1.7116
H  3.0338  3.2823  -2.3204
H  3.2971  4.3692  -1.1056
H  3.8933  4.7124  -2.8034
H  1.9858  6.2072  -1.9053
H  2.3418  5.8413  -4.4167
H  0.5997  6.0242  -3.8411
H  1.3875  4.3852  -4.1747
H  0.1088  5.4659  -1.3889
C  -1.1598  1.4423  5.2791
C  0.1455  1.8862  4.6104
C  0.0126  3.1590  3.7832
O  1.1158  2.1282  5.4835
H  -1.1407  0.5263  5.8696
H  -2.0135  1.3293  4.6109
H  -1.4836  2.1779  6.0154
H  0.4267  1.1618  3.8460
H  -0.6558  3.9242  4.1780
H  -0.3524  2.9596  2.7757
H  0.9724  3.6709  3.7141
H  1.3812  1.3284  5.9434
C  -0.8750  -2.7975  0.3088
C  -2.3492  -3.2215  0.0330
C  -3.1763  -3.1847  1.4043
C  -4.6616  -3.0012  1.1899
C  -4.9193  -1.7561  0.2845
C  -4.3582  -1.8799  -1.1119
N  -2.9027  -2.1652  -0.9097
O  -2.2086  -2.1031  -2.1040
C  -5.1572  -2.9723  -1.9459
C  -4.5417  -0.4967  -1.8808
C  -2.3713  -4.6725  -0.5563
H  -0.6832  -3.3606  1.2222
H  -0.7377  -1.7762  0.6642
H  -0.1440  -3.2448  -0.3647
H  -3.0876  -4.1750  1.8511
H  -2.8138  -2.4412  2.1141
H  -5.2796  -2.9550  2.0866
H  -5.1099  -3.8632  0.6958
H  -4.5510  -0.8352  0.7367
H  -5.9796  -1.5033  0.2806
H  -6.2347  -2.8622  -1.8228
H  -4.8702  -2.7290  -2.9689
H  -4.8256  -3.9897  -1.7389
H  -4.0647  0.2959  -1.3043
H  -3.9475  -0.5694  -2.7917
H  -5.5768  -0.2391  -2.1052
H  -1.6806  -5.2986  0.0085
H  -2.1394  -4.5524  -1.6146
H  -3.3530  -5.1355  -0.6562
H  -1.5201  -1.4782  -1.8648

Force components x, y, z for each atom (eV/Å):
C 0.7 -0.7 0.9
C -0.5 -0.4 0.3
C 0.3 1.2 -0.6
O 0.0 0.0 -0.6
H -0.3 0.0 0.4
H 0.0 0.5 -0.1
H -0.3 -0.2 -0.4
H 0.4 -0.5 0.4
H 0.3 0.2 -0.2
H 0.1 0.0 0.3
H -0.3 0.0 0.1
H -0.2 -0.1 -0.5
C 0.0 1.2 -0.5
C 0.2 -0.3 -0.9
C -1.0 -0.3 -1.0
O 0.8 -1.2 0.6
H -0.1 0.2 -0.2
H -0.5 -0.1 0.3
H -0.2 -0.1 0.7
H -0.7 0.0 0.3
H 0.8 0.5 -0.2
H -0.3 0.2 0.3
H 0.6 -0.4 0.6
H 0.3 0.2 0.0
C -1.0 0.1 1.1
C 1.5 -0.2 -0.3
C -0.1 -0.5 1.1
O 0.3 -0.7 0.0
H -0.8 0.0 -0.7
H 0.6 0.5 0.0
H 0.0 0.3 0.3
H 0.3 0.2 0.0
H -0.2 0.3 0.2
H 0.0 -0.1 -1.0
H -0.6 0.2 -0.6
H 0.0 0.0 0.0
C -0.7 0.3 0.4
C -2.8 -0.2 -2.6
C -0.6 0.8 -0.3
O 2.9 0.3 2.7
H 0.6 -0.3 -0.2
H 0.2 0.0 -0.4
H 0.2 0.4 0.0
H 0.2 -0.7 0.1
H -0.2 -0.2 0.4
H 0.1 -0.1 0.0
H 0.2 -0.3 -0.1
H 0.0 -0.1 0.1
C -0.8 -1.7 1.5
C -1.1 0.8 -0.2
C 0.1 -0.5 -0.9
C -0.7 1.0 -1.3
C -0.6 0.0 1.2
C -0.4 -0.3 -0.4
N -1.5 0.3 1.6
O 0.6 -0.5 -0.6
C 1.4 1.0 0.1
C 1.3 -1.2 0.6
C -0.3 1.3 -0.5
H 0.3 -0.2 0.3
H -0.1 0.2 -0.9
H -0.1 0.7 -0.5
H 0.6 0.0 0.2
H 0.2 0.1 -0.2
H 0.5 0.4 0.4
H 0.3 -0.2 -0.4
H 0.7 -0.1 0.3
H -0.4 -0.5 -0.5
H 0.1 0.0 0.0
H -0.3 -0.4 -0.3
H -0.2 0.1 0.1
H -0.2 0.1 0.2
H -0.3 0.0 -0.2
H 0.0 -0.3 0.1
H 0.0 -0.2 -0.3
H 0.9 -0.2 0.0
H -0.2 0.1 0.9
H 0.4 0.4 -0.4

Calculated total energy ... -34328.261 eV
ΔE to the lowest compared entry with this formula, charge and spin ... 55.86 kcal per mole
SMILES string ... CC1(C)CCCC(C)(C)N1O.CC(C)O.CC(C)O.CC(C)O.CC(C)O
Spin multiplicity ... 1
Orbital gap ... 0.3001 Ha